{
  "formula": "C22H74O22",
  "method": "ωB97M-V/def2-TZVPD",
  "energy_ha": -2537.613318,
  "e_above_lowest_kcal_mol": 21.56,
  "spin_multiplicity": 1,
  "homo_lumo_gap_ev": 9.81,
  "e_homo_ev": -9.50,
  "fmax_ev_per_a": 3.23,
  "elements": ["C", "O", "H", "H", "H", "H", "C", "O", "H", "H", "H", "H", "C", "O", "H", "H", "H", "H", "C", "O", "H", "H", "H", "H", "C", "O", "H", "H", "H", "H", "C", "O", "H", "H", "H", "H", "C", "O", "H", "H", "H", "H", "C", "O", "H", "H", "H", "H", "C", "C", "O", "O", "H", "H", "H", "H", "H", "H", "C", "C", "O", "O", "H", "H", "H", "H", "H", "H", "C", "C", "O", "O", "H", "H", "H", "H", "H", "H", "C", "C", "O", "O", "H", "H", "H", "H", "H", "H", "C", "C", "O", "O", "H", "H", "H", "H", "H", "H", "C", "C", "O", "O", "H", "H", "H", "H", "H", "H", "C", "C", "O", "O", "H", "H", "H", "H", "H", "H"],
  "coordinates": [[4.9220, -3.3966, -0.5891], [3.8625, -2.4593, -0.3837], [5.8610, -2.8431, -0.5777], [5.0238, -4.0667, 0.2645], [4.7145, -3.9741, -1.4899], [3.9496, -1.8334, -1.1065], [-0.9446, -0.9797, -4.5404], [-2.0481, -0.4623, -5.2087], [-1.1717, -1.1732, -3.4921], [-0.6428, -1.8948, -5.0500], [-0.1631, -0.2232, -4.6117], [-2.4673, 0.1560, -4.6057], [2.9163, -0.2281, 2.2915], [2.3594, -1.4930, 2.0281], [3.4940, -0.3742, 3.2042], [3.5927, 0.1489, 1.5244], [2.1942, 0.5570, 2.5158], [2.8942, -1.9360, 1.3653], [-4.5095, 2.3793, -0.0377], [-5.5269, 1.5072, 0.4701], [-3.5020, 2.0018, 0.1367], [-4.6566, 2.5264, -1.1077], [-4.4743, 3.3362, 0.4831], [-6.3369, 2.0155, 0.3851], [4.6730, 2.2557, -0.3662], [3.6047, 1.8901, -1.2212], [5.3216, 1.4590, -0.0019], [5.3460, 3.0216, -0.7516], [4.1270, 2.6202, 0.5039], [3.0523, 2.6222, -1.5050], [2.4327, 4.7785, -0.4363], [2.1818, 4.0969, -1.6581], [1.9983, 5.7542, -0.2186], [2.2188, 4.1287, 0.4124], [3.5023, 4.9627, -0.3364], [1.2835, 3.7596, -1.6865], [-0.5783, 1.0803, 4.5422], [-1.5928, 1.5241, 3.6094], [-0.6211, -0.0080, 4.5877], [0.4439, 1.3886, 4.3229], [-0.8160, 1.5200, 5.5108], [-1.9713, 0.7756, 3.1425], [-2.8147, -3.4220, -1.6564], [-3.1650, -3.1297, -2.9374], [-2.5368, -4.4712, -1.5561], [-2.0595, -2.7855, -1.1954], [-3.6902, -3.3010, -1.0185], [-3.2490, -2.1742, -2.9786], [2.5475, -0.5219, -4.1621], [3.9179, -0.7256, -3.5055], [3.8285, -0.5836, -2.0883], [2.0122, 0.8058, -4.1095], [1.8069, -1.1795, -3.7069], [2.6551, -0.7943, -5.2121], [4.7065, -0.1376, -3.9749], [4.1981, -1.7124, -3.8741], [3.7410, 0.3522, -1.8927], [2.4993, 1.3035, -4.7702], [-4.0885, -1.7341, 3.6263], [-3.6612, -1.1964, 2.2395], [-3.5982, 0.2218, 2.1792], [-5.4876, -1.6117, 3.9071], [-3.4634, -1.3581, 4.4362], [-3.9558, -2.8153, 3.5861], [-4.2696, -1.5070, 1.3901], [-2.6807, -1.6226, 2.0275], [-4.4003, 0.5595, 1.7738], [-5.6522, -0.8413, 4.4557], [-1.5071, 5.2160, 3.6384], [-0.8968, 4.6689, 2.2947], [-0.0346, 3.6083, 2.5536], [-0.4892, 5.9895, 4.2971], [-1.8007, 4.4007, 4.2996], [-2.3327, 5.8801, 3.3828], [-0.3574, 5.4768, 1.8002], [-1.7053, 4.3737, 1.6259], [-0.5142, 2.8346, 2.8586], [0.2299, 5.4467, 4.6286], [-1.1642, -4.6057, 2.6931], [-0.0216, -3.7661, 3.2939], [-0.6738, -2.5153, 3.6265], [-1.4516, -4.2796, 1.3282], [-2.0756, -4.6443, 3.2898], [-0.7983, -5.6317, 2.6538], [0.8397, -3.7003, 2.6290], [0.2111, -4.1515, 4.2866], [-0.8275, -2.0595, 2.7956], [-2.2887, -4.6706, 1.0675], [-1.7044, 3.2182, -3.3728], [-1.7185, 4.2656, -2.2738], [-0.6583, 4.2282, -1.3855], [-1.9868, 1.9176, -2.7932], [-0.8265, 3.1542, -4.0155], [-2.4998, 3.4711, -4.0739], [-2.5953, 4.1094, -1.6454], [-1.7466, 5.3032, -2.6067], [-0.6575, 5.1078, -1.0010], [-1.1987, 1.7669, -2.2662], [-0.0841, 0.3101, 0.5632], [0.6467, -0.0534, -0.7582], [0.4573, 1.0442, -1.6274], [-0.1048, -0.7595, 1.5087], [-1.1092, 0.5550, 0.2854], [0.3184, 1.1695, 1.0994], [0.1519, -0.9410, -1.1525], [1.7014, -0.2821, -0.6053], [1.0914, 1.0005, -2.3469], [0.8205, -0.9467, 1.6826], [1.0420, -4.4485, -0.6813], [1.4140, -4.1977, -2.1867], [2.0934, -5.2963, -2.8152], [0.1034, -5.4769, -0.4150], [0.7375, -3.4587, -0.3413], [1.9647, -4.5974, -0.1203], [2.2908, -3.5577, -2.2852], [0.6085, -4.0564, -2.9073], [2.4550, -5.8319, -2.1053], [-0.4353, -5.1275, 0.2988]],
  "forces_ev_per_angstrom": [[-0.2, 0.5, 0.7], [0.2, -1.3, 1.1], [0.3, -0.2, -0.7], [-0.5, -0.1, 0.0], [0.5, -0.1, -0.1], [-0.3, 0.8, -0.3], [0.7, 0.3, 0.0], [-1.4, 0.1, -0.4], [0.2, -0.2, 0.1], [0.1, 0.0, 0.2], [0.5, -0.3, 0.3], [-0.1, 0.3, 0.0], [1.2, 0.2, 1.1], [-0.6, 0.1, -0.3], [0.3, 0.5, 0.1], [-0.1, -0.2, -0.3], [-0.5, -0.3, -0.2], [0.3, -0.2, -0.6], [0.4, 0.3, -0.1], [0.6, 0.3, 0.0], [-0.3, -0.7, -0.1], [0.2, 0.1, 0.0], [-0.5, 0.2, 0.0], [-0.2, -0.3, 0.2], [-0.9, 1.0, 1.0], [1.3, -2.1, -0.6], [-0.5, -0.6, -0.6], [-0.2, 0.2, -0.3], [0.7, 0.4, 0.5], [-0.1, 1.0, 0.0], [0.8, -0.6, 1.1], [0.5, 0.7, -0.2], [-0.7, 0.0, -0.8], [-0.4, 0.0, 0.1], [0.1, -0.1, -0.5], [-0.7, 0.2, 0.3], [-1.0, -0.3, 0.0], [1.2, 0.6, 0.5], [0.2, 0.0, 0.2], [-0.1, 0.1, -0.6], [-0.1, -0.2, 0.1], [-0.2, -0.1, -0.3], [-0.4, -0.7, 2.4], [0.1, 0.6, -1.9], [0.3, 0.0, -0.3], [0.5, 0.0, -0.3], [-0.3, 0.0, 0.5], [-0.2, 0.0, -0.4], [0.4, 0.2, -0.3], [-1.1, 0.0, -0.4], [0.7, -1.1, -1.7], [0.3, -0.2, 0.3], [0.1, 0.0, 0.1], [-0.1, -0.3, -0.2], [-0.1, 0.8, 0.3], [0.0, -0.6, 1.0], [-0.1, 1.2, 0.5], [-0.1, 0.4, 0.1], [-0.7, -0.6, -1.1], [-0.1, 0.1, 0.4], [0.6, -0.1, 0.4], [0.2, 0.4, 0.0], [0.1, 0.3, -0.1], [0.4, -0.1, 0.0], [-0.5, -0.5, 0.4], [0.3, 0.3, 0.1], [-0.3, 0.1, -0.1], [0.1, 0.1, -0.1], [1.9, 0.0, -1.1], [-1.4, 0.1, 1.3], [1.5, 0.2, -0.3], [-0.7, 0.6, 0.0], [-0.4, -0.1, -0.3], [0.0, 0.1, 0.4], [0.2, 0.0, 0.2], [-0.3, -0.2, -0.2], [-0.8, -0.3, 0.0], [-0.2, -0.4, -0.2], [1.2, -1.9, -0.2], [-3.1, 0.7, 0.4], [1.1, -0.1, 0.0], [0.0, 1.0, 0.3], [0.2, 0.6, 0.2], [0.1, -0.4, 0.2], [0.0, 0.2, 0.1], [0.4, -0.4, -0.3], [0.1, 0.5, -0.3], [-0.2, 0.0, 0.1], [-0.7, -0.5, 0.3], [-1.1, 0.6, -0.4], [1.9, -0.4, 0.8], [-0.1, 1.2, -0.8], [0.5, 0.2, 0.4], [-0.3, -0.1, 0.2], [-0.7, -0.2, -0.5], [-0.4, -0.1, -0.9], [0.4, -0.2, 0.4], [0.5, -0.8, 0.5], [0.0, -0.4, -0.1], [-0.6, 0.2, 1.2], [0.0, 0.4, 0.0], [-1.0, 0.4, -0.9], [-0.1, 0.0, 0.1], [0.3, 0.4, -0.5], [0.0, -0.3, -0.1], [0.1, 0.1, 0.0], [0.2, 0.0, -0.4], [0.5, -0.7, 0.3], [0.3, 0.8, -1.4], [1.1, -1.6, 0.2], [-0.1, -1.7, 0.1], [1.0, 0.2, -1.0], [-0.6, 0.1, 0.3], [0.4, -0.4, -0.1], [-1.1, 1.8, 0.7], [-0.4, 0.8, 0.6], [0.1, -0.3, -0.1], [-0.4, 0.2, 0.3]],
  "mulliken_charge": [-0.91, -0.15, 0.29, 0.29, 0.29, 0.38, -0.09, -0.62, -0.17, 0.36, 0.24, 0.32, -0.34, -0.44, 0.46, -0.02, -0.04, 0.30, -0.22, -0.53, -0.17, 0.35, 0.36, 0.28, -0.90, -0.56, 0.35, 0.25, 0.33, 0.39, -0.78, -0.69, 0.36, 0.21, 0.37, 0.41, -0.56, -0.56, 0.22, 0.23, 0.29, 0.07, -0.39, -0.54, 0.28, -0.01, 0.42, 0.28, -0.39, -0.60, -0.45, -0.49, -0.07, 0.65, 0.40, 0.46, 0.18, 0.28, -0.36, 0.47, -0.64, -0.61, 0.28, 0.07, 0.50, -0.28, 0.19, 0.35, -0.42, 0.01, -0.40, -0.57, 0.21, 0.36, 0.20, 0.07, 0.29, 0.32, -0.59, -0.28, -0.46, -0.32, 0.33, 0.46, 0.05, 0.37, 0.02, 0.20, -0.56, -0.47, -0.34, -0.41, 0.25, 0.41, 0.13, 0.51, 0.19, 0.23, -0.87, 0.39, 0.95, 1.07, -0.12, 0.11, -0.43, 0.07, -0.47, -0.13, 0.53, -0.08, -0.64, -0.64, -0.30, 0.14, -0.08, 0.26, 0.36, 0.44]
}